46
Properties=species:S:1:pos:R:3 method="wB97M-V/def2-TZVPD" spin_multiplicity=1 fmax_ev_per_a=0.44 relative_energy_ev=1.524
C -5.79 -2.88 0.00
C -4.66 -2.85 -0.99
C -4.86 -3.20 -2.31
C -3.82 -3.21 -3.23
C -2.55 -2.86 -2.82
C -2.32 -2.49 -1.49
C -0.93 -2.16 -1.04
O -0.44 -2.60 -0.01
N -0.23 -1.36 -1.90
C 1.12 -0.86 -1.63
C 2.13 -2.00 -1.52
C 1.14 0.01 -0.41
C 1.61 1.25 -0.40
C 1.61 2.05 0.85
O 1.11 1.67 1.90
N 2.21 3.28 0.75
C 2.43 4.08 1.94
C 2.66 5.53 1.56
C 3.60 3.52 2.72
N 4.83 3.83 2.44
N 5.74 3.19 3.24
C 5.16 2.42 4.10
S 3.45 2.38 4.00
C -3.37 -2.47 -0.57
N -3.16 -2.20 0.80
H -5.50 -3.41 0.90
H -6.07 -1.87 0.31
H -6.67 -3.35 -0.44
H -5.85 -3.49 -2.63
H -4.00 -3.51 -4.26
H -1.71 -2.90 -3.50
H -0.76 -0.91 -2.62
H 1.38 -0.25 -2.50
H 3.14 -1.59 -1.43
H 1.92 -2.62 -0.64
H 2.09 -2.63 -2.41
H 0.75 -0.41 0.51
H 2.01 1.71 -1.30
H 2.82 3.44 -0.04
H 1.54 3.97 2.55
H 2.80 6.14 2.46
H 3.56 5.63 0.95
H 1.80 5.91 1.01
H 5.72 1.83 4.82
H -2.27 -2.55 1.14
H -3.36 -1.26 1.11

=====

46
Properties=species:S:1:pos:R:3 method="wB97M-V/def2-TZVPD" spin_multiplicity=1 fmax_ev_per_a=0.53 relative_energy_ev=1.347
C -1.77 6.11 1.57
C -2.48 4.92 1.00
C -3.59 5.06 0.19
C -4.24 3.96 -0.35
C -3.75 2.70 -0.10
C -2.62 2.51 0.71
C -2.09 1.13 0.94
O -1.52 0.80 1.97
N -2.28 0.26 -0.08
C -1.80 -1.12 -0.07
C -2.44 -1.94 1.06
C -0.30 -1.18 -0.01
C 0.44 -1.79 -0.92
C 1.92 -1.84 -0.79
O 2.53 -1.30 0.13
N 2.57 -2.51 -1.78
C 4.00 -2.77 -1.69
C 4.58 -3.02 -3.07
C 4.26 -3.93 -0.75
N 4.17 -5.16 -1.14
N 4.39 -6.05 -0.13
C 4.65 -5.45 0.99
S 4.63 -3.74 0.91
C -2.01 3.63 1.31
N -0.84 3.52 2.07
H -1.87 6.16 2.66
H -0.70 6.06 1.36
H -2.17 7.03 1.16
H -3.95 6.06 -0.02
H -5.12 4.09 -0.97
H -4.26 1.84 -0.50
H -2.55 0.65 -0.97
H -2.13 -1.55 -1.02
H -2.15 -2.99 0.95
H -2.11 -1.58 2.03
H -3.53 -1.87 1.00
H 0.18 -0.71 0.84
H -0.01 -2.27 -1.79
H 2.03 -3.12 -2.38
H 4.44 -1.87 -1.25
H 5.66 -3.18 -3.00
H 4.15 -3.91 -3.51
H 4.39 -2.16 -3.71
H 4.85 -5.99 1.91
H -0.93 3.96 2.98
H -0.62 2.54 2.25

=====

46
Properties=species:S:1:pos:R:3 method="wB97M-V/def2-TZVPD" spin_multiplicity=1 fmax_ev_per_a=0.58 relative_energy_ev=1.392
C -1.70 6.10 1.58
C -2.44 4.92 1.02
C -3.56 5.08 0.22
C -4.23 4.00 -0.32
C -3.75 2.73 -0.08
C -2.62 2.52 0.72
C -2.11 1.13 0.94
O -1.56 0.77 1.97
N -2.31 0.27 -0.10
C -1.85 -1.12 -0.10
C -2.51 -1.94 1.01
C -0.35 -1.20 -0.02
C 0.40 -1.82 -0.93
C 1.87 -1.88 -0.77
O 2.48 -1.35 0.14
N 2.52 -2.58 -1.74
C 3.96 -2.78 -1.69
C 4.50 -3.05 -3.09
C 4.32 -3.89 -0.73
N 4.77 -5.04 -1.12
N 5.00 -5.91 -0.09
C 4.71 -5.37 1.06
S 4.13 -3.76 0.98
C -1.99 3.62 1.31
N -0.80 3.50 2.07
H -1.80 6.15 2.67
H -0.64 6.03 1.37
H -2.09 7.03 1.17
H -3.91 6.09 0.01
H -5.11 4.14 -0.93
H -4.28 1.87 -0.49
H -2.56 0.67 -0.99
H -2.17 -1.52 -1.06
H -2.24 -2.99 0.90
H -2.19 -1.59 1.99
H -3.60 -1.85 0.94
H 0.13 -0.74 0.84
H -0.05 -2.29 -1.80
H 1.99 -3.13 -2.40
H 4.38 -1.85 -1.30
H 5.58 -3.18 -3.06
H 4.07 -3.97 -3.50
H 4.26 -2.21 -3.74
H 4.83 -5.91 1.99
H -0.94 3.80 3.03
H -0.55 2.52 2.15

=====

46
Properties=species:S:1:pos:R:3 method="wB97M-V/def2-TZVPD" spin_multiplicity=1 fmax_ev_per_a=1.17 relative_energy_ev=1.826
C -3.42 -1.76 2.72
H -3.97 -2.27 3.51
O -3.39 -2.65 1.63
C -2.75 -2.27 0.50
C -2.75 -3.19 -0.55
C -2.13 -2.89 -1.74
C -1.51 -1.67 -1.92
C -1.51 -0.74 -0.89
C -2.12 -1.04 0.32
H -2.10 -0.31 1.11
C -0.79 0.59 -1.06
N 0.52 0.48 -0.45
C 0.88 1.01 0.73
N 2.10 0.65 1.04
C 2.47 -0.14 -0.01
N 1.54 -0.26 -0.92
C 3.81 -0.75 -0.11
H 4.07 -1.19 0.86
H 3.77 -1.54 -0.87
C 4.85 0.30 -0.51
H 4.56 0.76 -1.45
H 4.88 1.08 0.26
C 6.26 -0.29 -0.66
O 6.84 -0.67 0.56
H 6.25 -1.29 1.00
H 6.22 -1.14 -1.36
H 6.93 0.46 -1.08
N 0.02 1.82 1.40
C -1.12 2.28 0.76
C -1.53 1.74 -0.41
C -2.75 2.21 -1.11
O -3.33 3.25 -0.86
N -3.18 1.42 -2.13
H -2.91 0.45 -2.21
H -4.04 1.70 -2.57
C -1.80 3.38 1.52
H -2.76 3.61 1.07
H -1.19 4.28 1.49
H -1.93 3.08 2.56
H 0.36 2.29 2.22
H -0.63 0.79 -2.13
H -1.01 -1.44 -2.85
H -2.13 -3.62 -2.54
H -3.25 -4.14 -0.39
H -3.93 -0.83 2.47
H -2.41 -1.53 3.09